Molecular formula: C16H22Br3N2O7P
Method: DFT, the ωB97M-V functional and the def2-TZVPD basis

Calculated values
net charge: 0
orbital gap: 2.63 eV
HOMO energy: -6.0 eV
LUMO level: -3.371 eV

Atoms and positions in Å:
Br -1.100 7.332 2.340
Br 3.352 -0.100 4.000
Br -0.116 -5.748 -0.783
P -0.842 -1.954 -3.292
O -2.034 4.812 3.423
O 0.401 -2.630 4.494
O -2.544 -1.977 -3.808
O -0.666 2.119 3.049
O -0.418 -3.457 -3.231
O 0.073 -1.246 -4.642
O 0.504 3.680 1.501
N -1.445 3.087 -0.996
N -0.535 -0.931 -1.886
C -0.227 1.280 0.606
C -0.380 -3.941 0.123
C 0.149 -1.317 -0.585
C -0.136 2.384 1.823
C -0.949 5.376 2.885
C -1.921 -3.392 0.038
C -1.016 1.787 -4.517
C 0.349 -0.287 0.716
C 2.566 -0.015 2.152
C -1.752 1.098 -3.421
C 1.041 -0.698 2.142
C -1.032 0.526 -2.022
C 3.606 -0.727 1.105
C 0.758 -2.823 -0.374
C 0.502 4.593 2.657
C -0.908 1.661 -0.835
H 0.498 -0.222 3.091
H -2.904 -2.920 -3.716
H 0.914 4.107 3.656
H 1.277 5.461 2.390
H -2.395 3.040 -1.454
H -2.924 0.999 -3.551
H -2.263 -3.010 -1.013
H 4.691 -0.249 1.199
H -0.091 2.481 -4.229
H -2.615 -4.280 0.429
H -0.174 -4.167 1.277
H 0.969 -1.033 -4.198
H 1.348 -3.193 -1.345
H -2.032 -2.535 0.859
H -1.305 1.603 -5.661
H -0.846 3.619 -1.665
H 0.509 -2.157 5.299
H 3.292 -0.561 -0.034
H 2.428 1.132 1.880
H 1.106 -1.847 2.355
H 1.588 -2.859 0.484
H 3.646 -1.900 1.285

Force components x, y, z for each atom (eV/Å):
0.445 -1.896 0.417
-0.676 0.061 -1.312
-0.216 1.586 0.622
0.207 -5.682 -4.174
7.685 3.910 -3.833
-0.084 -0.428 -1.748
3.103 0.166 1.457
3.883 1.773 -8.494
-1.149 5.214 0.912
-0.706 -0.325 4.344
-1.979 -2.753 2.087
0.258 -2.707 -1.052
-0.064 3.745 2.678
-0.078 -2.107 -3.357
-0.447 1.095 1.324
0.333 1.347 2.035
-2.447 -0.828 5.257
-5.844 -3.912 3.126
0.026 -0.688 1.169
-1.063 -1.632 3.024
-1.825 1.719 -1.964
-0.527 0.040 -1.658
1.578 0.869 -2.113
0.800 0.417 0.003
-0.023 3.316 2.189
0.202 0.069 -0.377
0.725 -0.604 -0.164
1.114 1.974 0.523
1.109 -2.828 0.550
0.674 -1.129 -2.380
1.284 1.534 0.029
-1.474 0.727 -2.121
-1.788 -2.068 0.283
1.339 -0.078 0.672
2.729 -0.757 0.198
0.708 -0.882 2.000
-2.401 -1.167 0.005
-1.607 -2.314 -0.938
1.451 2.012 -1.131
-0.411 0.519 -2.683
-1.770 -0.411 -1.099
-1.745 0.906 1.933
0.310 -1.685 -1.881
0.104 1.148 2.899
-0.445 -0.687 0.787
0.166 0.626 1.141
0.366 -0.256 2.476
0.473 -2.371 0.672
-0.320 2.098 -0.236
-2.006 0.745 -1.918
0.023 2.578 -0.180

Mulliken population analysis, charges in e, atoms 1 to 4: atom 1 (Br): -0.163, atom 2 (Br): -0.098, atom 3 (Br): -0.149, atom 4 (P): 0.678